1.
C26H26AsF7N4O6PSV | ωB97M-V/def2-TZVPD

Computed properties:
Net charge   -2
HOMO energy (alpha / beta)   -3.3 / -3.3 eV
<S²>   2.0148
Gap between HOMO and LUMO (alpha / beta)   7.72 / 7.76 eV
2S+1   3

Each line ends with the Mulliken spin population.
Positions of all 73 atoms, in Å:
V -0.244 0.810 -0.589  2.018
C -2.833 -0.078 1.985  0.016
C -2.601 -1.548 1.639  0.005
C -3.289 -1.940 0.334  0.001
C -1.148 -1.998 1.783  -0.029
C -0.829 -2.535 3.028  0.003
C 0.441 -2.984 3.331  0.000
C 1.397 -2.962 2.340  -0.001
C 1.137 -2.465 1.061  -0.028
C 2.326 -2.695 0.110  0.000
C 2.384 -4.194 -0.239  0.000
C 2.516 -1.907 -1.182  0.001
C -0.135 -1.905 0.803  0.045
N -0.371 -1.175 -0.404  -0.005
C -0.544 -1.900 -1.560  -0.005
C -0.778 -3.280 -1.647  -0.012
C -0.927 -3.910 -2.873  0.004
C -0.846 -3.203 -4.064  -0.007
C -0.591 -1.834 -4.015  0.008
C -0.444 -1.244 -2.790  -0.020
F -0.108 0.090 -2.738  0.005
H -3.907 0.113 2.044  0.001
H -2.434 0.594 1.231  0.015
H -2.377 0.168 2.946  -0.002
H -3.114 -2.112 2.426  0.000
H -2.919 -1.371 -0.517  0.003
H -4.359 -1.730 0.415  0.000
H -3.163 -3.005 0.130  0.000
H -1.600 -2.561 3.789  0.001
H 0.681 -3.341 4.325  0.000
H 2.396 -3.330 2.553  0.000
H 3.202 -2.473 0.727  0.000
H 1.554 -4.456 -0.900  0.000
H 2.326 -4.825 0.648  0.000
H 3.315 -4.419 -0.767  0.000
H 1.855 -2.257 -1.973  -0.001
H 3.541 -2.069 -1.524  0.000
H 2.383 -0.836 -1.058  0.005
H -0.841 -3.848 -0.729  0.000
H -1.117 -4.977 -2.893  0.000
H -0.974 -3.698 -5.017  -0.001
H -0.503 -1.226 -4.905  0.000
O -0.941 4.012 0.964  0.003
As -0.268 4.050 -0.662  0.007
O -0.792 5.339 -1.503  0.001
O -0.609 2.535 -1.327  -0.013
C 1.619 4.371 -0.230  0.001
C 1.839 5.753 -0.250  0.000
C 3.061 6.307 0.087  0.000
C 4.112 5.478 0.443  0.000
C 3.926 4.108 0.440  0.000
C 2.695 3.545 0.108  0.002
S 2.748 1.753 0.211  -0.006
O 4.010 1.376 -0.376  -0.002
O 2.550 1.407 1.590  0.004
O 1.635 1.274 -0.683  0.004
H -1.775 3.521 0.941  0.000
H 1.013 6.385 -0.555  0.000
H 3.188 7.382 0.067  0.000
H 5.077 5.890 0.712  0.000
H 4.744 3.445 0.685  0.000
F -2.991 2.132 -2.984  0.001
P -3.833 1.262 -1.943  0.003
F -4.635 0.340 -0.887  0.000
F -4.015 0.104 -3.056  0.000
F -2.410 0.489 -1.460  0.022
F -3.586 2.357 -0.782  0.001
F -5.204 1.976 -2.390  0.000
N 1.118 2.290 5.434  0.012
C 0.438 1.888 4.584  -0.003
N -0.448 1.420 3.736  0.034
C -0.326 1.262 2.483  0.139
N -0.400 1.064 1.334  -0.227

Atoms 1-2, force components in eV/Å:
V -0.4 -0.5 -1.4
C -0.5 0.0 -0.1

---

2.
C26H26AsN6O2S2W | ωB97M-V/def2-TZVPD

Computed properties:
Net charge   +1
HOMO energy (alpha / beta)   -10.0 / -10.7 eV
<S²>   2.0775
Gap between HOMO and LUMO (alpha / beta)   5.98 / 6.33 eV
ΔE to the lowest compared entry with this formula, charge and spin   154.6 kJ/mol
2S+1   3

Each line ends with the Mulliken spin population.
Positions of all 64 atoms, in Å:
W 0.598 -0.305 -0.330  1.477
N 1.763 4.114 -0.244  -0.006
C 1.213 2.886 -0.296  0.001
S 2.259 1.493 -0.093  -0.005
N -0.042 2.735 -0.586  -0.018
N -0.500 1.468 -0.635  -0.099
C -1.823 1.343 -0.871  0.235
C -2.393 0.107 -0.533  0.030
C -3.777 -0.167 -0.536  0.056
C -4.240 -1.311 0.061  0.005
C -3.320 -2.174 0.667  0.057
C -1.974 -1.903 0.565  0.029
N -1.478 -0.818 -0.054  0.064
H 2.694 4.211 0.123  0.000
H 1.143 4.905 -0.181  0.000
H -2.396 2.220 -1.133  -0.010
H -4.447 0.551 -0.978  0.001
H -5.294 -1.533 0.095  0.001
H -3.648 -3.044 1.209  0.004
H -1.259 -2.580 1.016  0.011
S 2.690 -1.529 -0.479  0.014
C 3.454 -1.161 -2.030  0.012
C 4.824 -1.366 -2.170  0.004
C 5.445 -1.106 -3.376  -0.003
C 4.705 -0.666 -4.464  0.004
C 3.342 -0.464 -4.337  -0.006
C 2.704 -0.704 -3.120  0.020
As 0.814 -0.261 -2.803  -0.019
C 0.706 1.259 -4.091  0.016
C 1.087 2.531 -3.668  0.004
C 1.137 3.589 -4.561  -0.001
C 0.828 3.386 -5.895  -0.001
C 0.458 2.124 -6.332  0.001
C 0.393 1.065 -5.441  -0.007
C -0.132 -1.597 -3.934  -0.006
C -1.511 -1.424 -4.092  0.009
C -2.267 -2.377 -4.754  0.004
C -1.658 -3.523 -5.248  0.000
C -0.292 -3.699 -5.102  0.000
C 0.472 -2.741 -4.451  -0.001
H 5.387 -1.718 -1.319  -0.002
H 6.511 -1.241 -3.463  0.000
H 5.194 -0.473 -5.405  0.001
H 2.751 -0.113 -5.178  0.001
H 1.359 2.701 -2.635  -0.007
H 1.425 4.570 -4.215  0.000
H 0.887 4.207 -6.594  0.000
H 0.224 1.964 -7.374  0.000
H 0.109 0.076 -5.792  0.001
H -1.976 -0.522 -3.695  0.007
H -3.330 -2.236 -4.881  0.000
H -2.249 -4.270 -5.754  0.000
H 0.178 -4.587 -5.498  0.000
H 1.545 -2.866 -4.349  0.000
O 0.304 0.329 2.024  0.039
C 0.607 -0.822 2.387  0.013
O 0.818 -1.718 1.529  0.053
H 0.680 -1.077 3.456  -0.004
N -1.156 -3.538 -1.465  0.001
N 0.152 -3.018 -1.180  0.021
H -1.161 -4.555 -1.520  0.000
H -1.475 -3.170 -2.358  0.001
H 0.874 -3.414 -1.801  -0.001
H 0.395 -3.333 -0.233  -0.001

Atoms 1-2, force components in eV/Å:
W 0.6 -0.5 1.9
N -0.2 -0.1 0.1